The following is a quantum chemistry calculation of a gas-phase ion, C6H13O (charge -1) at a distorted geometry, from OMol25.

charge = -1
SMILES string = CC(C)CCC[O-]
frontier orbital gap = 5.732 eV

XYZ file:
```
20
C6H13O the ωB97M-V functional and the def2-TZVPD basis
C 2.2093 -0.5923 1.2807
C 1.0174 0.1920 0.7438
C 1.2921 1.7022 0.8146
C 0.6334 -0.2219 -0.6663
C -0.7846 0.1159 -1.1348
C -1.9025 -0.6389 -0.3005
O -3.0800 -0.6761 -0.9400
H 2.1160 -1.6760 1.2321
H 2.4352 -0.2415 2.2874
H 3.1178 -0.3183 0.7210
H 0.1690 -0.0112 1.4005
H 1.0555 2.1275 1.7910
H 0.6886 2.2175 0.0683
H 2.3525 1.9222 0.6155
H 1.4209 0.0853 -1.3876
H 0.6961 -1.3042 -0.7688
H -0.9985 -0.3120 -2.1084
H -0.9831 1.1855 -1.0338
H -1.4419 -1.6533 -0.1178
H -1.9754 -0.1159 0.6891
```

The following is a quantum chemistry calculation of 2 unconnected molecules or ions with the total composition C6H13O at a distorted geometry, from OMol25.

frontier orbital gap (alpha / beta) = 9.103 / 9.768 eV
multiplicity = 2

XYZ file:
```
20
C6H13O the ωB97M-V functional and the def2-TZVPD basis
C 1.4400 2.9513 1.7659
C 0.9760 1.8536 0.8056
C 0.3452 2.3578 -0.4404
C -0.8448 -2.4887 -0.7511
C -1.4991 -1.4296 -1.6590
C 0.6402 -2.2641 -0.6400
O -1.4784 -3.3796 -0.1970
H 1.9518 2.5466 2.6048
H 2.1443 3.6157 1.2253
H 0.6060 3.5614 2.0871
H 1.8340 1.1943 0.5192
H 0.1700 1.2589 1.2534
H -0.7269 2.6230 -0.3980
H 0.9388 2.4141 -1.3449
H -0.7666 -0.7820 -2.1425
H -2.0824 -1.9531 -2.4445
H -2.1400 -0.9084 -0.9986
H 0.9500 -1.4033 -1.2544
H 0.8311 -2.0913 0.4197
H 1.2027 -3.1608 -1.0038
```

The following is a quantum chemistry calculation of 2 unconnected molecules or ions with the total composition C6H13O2 at a distorted geometry, from OMol25.

charge = -1
frontier orbital gap = 7.309 eV

XYZ file:
```
21
C6H13O2 the ωB97M-V functional and the def2-TZVPD basis
C -0.0809 0.0744 -2.3373
C -1.1724 -0.9600 -2.7235
C -0.2712 1.5865 -2.6677
O -0.3233 1.8746 -3.8859
O -0.3148 2.3562 -1.6844
H 0.3162 -0.1680 -1.3308
H 0.7743 -0.0348 -3.0310
H -1.0620 -1.6002 -3.5744
H -2.0448 -0.3399 -2.9157
H -1.3353 -1.6491 -1.8633
C -0.1108 -0.3352 2.6831
C 0.5577 1.0553 2.8896
C 0.7669 -1.1794 1.7462
H -1.0165 -0.0811 2.1336
H -0.1999 -0.8355 3.6583
H 1.3126 1.2348 2.0857
H -0.0301 1.9269 2.5837
H 0.5083 -2.2364 1.7450
H 1.0931 1.1752 3.8351
H 1.8414 -1.1545 1.9095
H 0.7917 -0.7098 0.7441
```

The following is a quantum chemistry calculation of 2 unconnected molecules or ions with the total composition C6H13O2 at a distorted geometry, from OMol25.

charge = -1
frontier orbital gap = 6.344 eV

XYZ file:
```
21
C6H13O2 the ωB97M-V functional and the def2-TZVPD basis
C 0.7705 1.3129 1.4367
O 0.4197 2.5307 1.8098
C 1.2798 1.2762 -0.0789
C 1.4251 -0.1128 -0.7541
C 0.1446 -0.7846 -1.1002
C -0.1755 -1.9552 -1.6477
C -1.5654 -2.4270 -1.3921
H 0.0400 0.5173 1.3525
H 1.3848 0.8075 2.2144
H 0.5676 1.8723 -0.7172
H 2.2963 1.7418 -0.1420
H 2.1121 -0.0213 -1.5806
H 2.1284 -0.6408 -0.0649
H -0.6974 -0.1907 -0.6285
H 0.3602 -2.6029 -2.3044
H -1.4520 -3.1628 -0.6061
H -1.9930 -2.8146 -2.3376
H -2.3630 -1.7352 -1.0105
H -0.9109 2.6546 2.4418
H -1.9240 1.5224 2.8831
O -1.8480 2.2123 2.2264
```

The following is a quantum chemistry calculation of a molecular structure, C6H13O3Pd at a distorted geometry, from OMol25.

charge = +1
frontier orbital gap (alpha / beta) = 9.134 / 7.393 eV
multiplicity = 3

XYZ file:
```
23
C6H13O3Pd the ωB97M-V functional and the def2-TZVPD basis
H 2.5272 -0.3498 -0.8825
C 2.0435 -0.9693 -0.1150
H 2.2622 1.5120 0.6654
H 2.8550 -1.2615 0.5676
H 1.4594 -1.7111 -0.6719
C 1.5548 0.9646 1.3055
H 2.0883 0.6373 2.2118
O 1.0922 -0.1924 0.5951
C 0.3196 1.8025 1.6120
H 0.6178 2.6080 2.3064
H 0.0090 2.2703 0.6565
O -0.7598 1.0526 2.0930
C -2.3193 -0.8317 0.6399
H -2.9003 0.0902 0.7480
O -1.7223 0.0069 -1.4285
C -1.6605 -1.0142 -0.5756
C -0.9264 -0.0751 -2.6053
H -0.0434 -0.6954 -2.3943
H -0.5761 0.9423 -2.8057
H -1.3263 -1.9799 -0.9772
H -1.5079 -0.5069 -3.4310
Pd -0.4421 -0.5594 1.3309
H -2.6445 -1.7401 1.1550
```

How do the records compare in energy above the lowest of the compared OMol25 structures with the same formula, charge and spin? In the order shown, they have 0.223, 0.108, 1.376, 3.853, 0.000 eV.